No. 1
100
Properties=species:S:1:pos:R:3:forces:R:3 method="wB97M-V/def2-TZVPD" multiplicity=2 charge=+3 e_homo_ha="-0.598 / -0.601"
Pt -0.3131 0.2040 -1.3958 0.08 -0.12 -0.13
O -4.1629 0.9845 -7.1618 -0.01 0.00 -0.01
N -4.1549 -0.1667 -6.7814 0.02 0.00 -0.01
O -4.6590 -1.1126 -7.3302 -0.01 0.00 0.01
C -3.4810 -0.4257 -5.4851 -0.01 0.00 0.01
C -3.9636 -1.4435 -4.7469 0.00 0.00 0.00
C -3.4196 -1.7197 -3.4504 0.01 -0.01 0.00
C -3.8419 -2.7833 -2.6321 -0.02 0.01 0.00
C -3.2270 -2.9788 -1.4199 0.01 0.00 0.01
C -2.2229 -2.1008 -1.0058 -0.08 0.05 0.05
N -1.8320 -1.0747 -1.7490 0.02 -0.04 0.01
C -2.3955 -0.9043 -2.9769 0.02 -0.04 -0.01
C -1.8482 0.1226 -3.8017 -0.02 0.01 -0.02
N -0.7742 0.7826 -3.2900 -0.07 0.05 0.18
C -0.2165 1.7565 -3.9894 0.03 0.01 -0.01
C -0.6864 2.0986 -5.2591 0.02 -0.01 0.00
C -1.7512 1.4273 -5.8058 0.00 0.01 0.00
C -2.3775 0.4014 -5.0618 0.00 -0.01 -0.01
H -4.7684 -2.0500 -5.1414 0.00 0.00 0.00
H -4.6295 -3.4454 -2.9694 0.00 0.00 0.00
H -3.5020 -3.8031 -0.7777 0.00 0.01 0.00
H -1.7236 -2.2266 -0.0549 -0.02 0.00 0.00
H 0.6172 2.2624 -3.5235 0.01 0.01 0.01
H -0.1996 2.8949 -5.8035 0.00 0.00 0.00
H -2.1147 1.6860 -6.7882 0.00 0.00 0.00
C -5.3971 -2.8157 5.6949 0.00 0.00 0.00
C -4.3251 -2.0497 4.9839 0.00 0.00 -0.01
C -3.0708 -1.8653 5.5614 0.02 0.00 0.01
C -2.0628 -1.1542 4.9300 0.00 -0.04 -0.02
C -0.7353 -0.9597 5.5968 0.02 0.01 0.01
C -2.3577 -0.6442 3.6581 0.04 0.15 0.01
Te -0.9560 0.4375 2.5559 -0.04 0.17 0.11
N -0.0365 -0.3505 0.5062 0.37 -0.17 -0.50
C 0.7504 -1.0381 1.2555 -0.16 0.01 0.13
O 0.5366 -0.8977 2.5777 -0.08 0.03 -0.11
C 1.8156 -1.9564 0.8534 0.04 0.00 -0.01
C 2.7742 -2.3371 1.7972 0.00 0.03 0.01
C 3.7852 -3.2101 1.4339 0.00 -0.01 -0.01
C 3.8316 -3.7195 0.1418 0.00 0.01 0.01
C 2.8687 -3.3554 -0.7936 0.01 0.02 -0.02
C 1.8645 -2.4715 -0.4439 -0.03 -0.01 -0.01
C -0.0892 2.0587 3.5844 -0.21 -0.11 0.35
C 1.0587 2.0544 4.3856 0.00 0.02 -0.03
C 1.9843 0.8953 4.6429 -0.01 -0.02 0.00
C 1.3928 3.2676 4.9837 0.01 0.00 0.00
C 0.6513 4.4282 4.8159 0.00 0.01 -0.01
C 1.0437 5.7084 5.4864 0.00 0.00 0.00
C -0.4759 4.3794 3.9931 0.02 0.01 -0.02
C -0.8699 3.2136 3.3663 -0.03 -0.04 0.07
C -2.1227 3.2182 2.5236 0.01 -0.02 0.02
C -3.6158 -0.7692 3.0416 -0.01 0.00 0.01
C -3.9878 -0.1087 1.7386 -0.03 -0.05 0.00
C -4.5752 -1.4916 3.7294 -0.01 0.00 0.01
H -5.0592 -3.1788 6.6622 0.00 0.00 0.00
H -5.7148 -3.6710 5.0968 0.00 0.00 0.00
H -6.2746 -2.1863 5.8494 0.00 0.00 0.00
H -2.8713 -2.2854 6.5396 0.00 0.00 0.00
H -0.7385 -1.3979 6.5920 0.00 0.00 0.00
H -0.5124 0.1036 5.7085 0.02 0.01 0.00
H 0.0678 -1.4320 5.0287 0.01 0.01 0.00
H 2.7225 -1.9584 2.8090 0.00 0.00 0.00
H 4.5263 -3.5094 2.1624 0.00 0.00 0.00
H 4.6120 -4.4169 -0.1331 0.00 0.00 0.00
H 2.8954 -3.7771 -1.7898 0.00 0.00 0.01
H 1.0996 -2.2084 -1.1643 0.01 0.02 0.00
H 1.8087 0.0409 4.0002 0.00 0.02 0.04
H 1.8986 0.5665 5.6796 -0.01 0.00 0.01
H 3.0151 1.2237 4.5054 0.00 0.00 0.01
H 2.2776 3.2941 5.6098 0.00 0.00 0.00
H 1.8883 5.5697 6.1568 0.00 0.00 0.00
H 0.2082 6.1104 6.0603 0.00 0.00 0.00
H 1.3142 6.4599 4.7426 0.00 0.00 0.00
H -1.0656 5.2767 3.8473 0.00 0.00 0.00
H -2.5276 4.2263 2.4589 -0.01 0.00 0.00
H -2.9138 2.5998 2.9628 0.02 -0.01 0.00
H -1.9415 2.8905 1.4936 0.00 0.01 -0.01
H -3.1950 -0.1608 0.9878 0.03 -0.01 -0.06
H -4.2401 0.9437 1.8874 0.00 -0.01 0.00
H -4.8669 -0.5888 1.3124 0.01 0.00 0.00
H -5.5576 -1.6086 3.2867 0.00 0.00 0.00
C 4.6996 0.1316 -1.3429 -0.01 -0.03 0.03
N 3.2902 0.4257 -1.6298 -0.04 0.04 -0.01
C 2.7963 -0.0262 -2.9354 -0.03 0.01 -0.01
C 2.4695 1.1983 -0.9022 -0.02 -0.09 0.01
O 1.2994 1.4641 -1.4034 -0.01 -0.02 0.00
N 2.7565 1.7621 0.2806 0.03 0.01 -0.01
C 3.9684 1.6881 1.1040 -0.01 0.00 -0.02
C 1.7612 2.6303 0.9094 0.02 0.02 0.04
H 5.0767 -0.4963 -2.1424 0.00 0.00 0.01
H 4.8100 -0.4226 -0.4130 0.00 0.01 0.03
H 5.3041 1.0369 -1.3286 0.01 -0.01 -0.02
H 3.5344 -0.6924 -3.3680 -0.01 0.00 0.00
H 2.6479 0.8123 -3.6145 -0.01 0.02 -0.01
H 1.8601 -0.5743 -2.8359 0.00 0.01 -0.01
H 4.8459 1.3859 0.5610 0.02 0.00 -0.01
H 3.8063 1.0007 1.9373 0.01 0.00 0.01
H 4.1591 2.6829 1.5041 -0.01 -0.01 0.02
H 0.7867 2.5094 0.4516 -0.01 0.00 0.01
H 2.0651 3.6749 0.8210 0.00 0.01 -0.03
H 1.7121 2.3799 1.9690 0.06 0.06 -0.12


No. 2
50
Properties=species:S:1:pos:R:3:forces:R:3 method="wB97M-V/def2-TZVPD" multiplicity=6 charge=+2 e_homo_ha="-0.552 / -0.552"
Sm -0.7819 1.2574 0.2481 -0.39 2.03 0.55
C -2.8081 -0.6299 2.8818 0.02 0.01 0.00
C -2.7862 0.6210 2.0510 -0.22 -0.14 0.24
C -2.1607 1.7868 2.5146 -0.33 0.09 0.33
C -2.1861 2.9748 1.7779 -0.27 0.40 0.31
C -1.5713 4.2368 2.3176 0.00 0.01 0.02
C -2.8091 2.9690 0.5233 -0.46 0.22 0.16
C -3.4345 1.8194 0.0225 -0.45 0.08 -0.07
C -4.1189 1.8360 -1.3143 -0.03 0.01 0.00
C -3.4015 0.6523 0.7945 -0.27 0.02 0.12
H -3.7921 -1.0948 2.8362 0.00 0.00 0.01
H -2.5682 -0.4169 3.9212 -0.01 0.00 0.00
H -2.0866 -1.3603 2.5091 0.01 0.00 -0.02
H -1.7377 1.7935 3.5113 0.14 -0.03 0.00
H -0.6845 4.5322 1.7514 0.01 0.00 -0.02
H -1.2858 4.1227 3.3611 -0.01 0.00 0.00
H -2.2815 5.0602 2.2410 0.00 0.00 0.01
H -2.8976 3.8995 -0.0257 0.13 0.01 -0.10
H -4.8834 1.0638 -1.3676 -0.01 0.01 0.00
H -3.4133 1.6453 -2.1268 0.04 -0.01 -0.01
H -4.5779 2.8053 -1.5004 -0.01 0.00 -0.01
H -3.9300 -0.2256 0.4455 0.09 -0.08 -0.09
C 2.9636 -5.3006 -3.5183 -0.05 0.06 0.01
C 2.2637 -4.1531 -2.8489 0.09 -0.10 -0.08
C 2.2009 -4.0677 -1.4579 0.02 -0.06 0.04
C 1.5620 -3.0136 -0.8338 -0.01 0.00 -0.18
C 0.9826 -2.0420 -1.6488 0.13 -0.10 -0.17
C 1.0232 -2.0838 -3.0486 0.08 -0.11 0.19
C 1.6664 -3.1519 -3.6279 0.02 -0.06 -0.10
S 0.2816 -0.6837 -0.9209 0.42 -0.59 -0.50
O -1.0149 -0.2718 -1.5152 0.16 -0.29 -0.49
O 0.0142 -0.9031 0.5279 0.24 -0.76 0.26
N 1.0597 0.7200 -0.9829 0.69 -0.39 0.03
C 1.9871 1.0358 0.0628 -0.01 -0.15 -0.39
C 3.3112 0.6575 0.0739 0.21 -0.07 -0.06
C 4.1022 1.0968 1.1233 0.03 -0.02 0.01
C 3.5478 1.8965 2.1179 0.08 -0.01 -0.01
C 2.2150 2.2239 2.0323 -0.06 0.14 0.12
N 1.4386 1.8001 1.0248 0.02 -0.15 -0.18
H 3.3637 -6.0074 -2.7951 -0.01 0.01 0.00
H 3.7866 -4.9364 -4.1363 -0.03 0.01 0.01
H 2.2757 -5.8321 -4.1783 0.01 0.02 0.02
H 2.6564 -4.8427 -0.8551 -0.01 0.00 -0.02
H 1.5018 -2.9510 0.2444 -0.01 0.03 -0.02
H 0.5605 -1.3138 -3.6530 0.01 0.00 0.05
H 1.7102 -3.2212 -4.7080 0.00 -0.02 0.03
H 3.7042 0.0574 -0.7359 0.01 0.01 0.04
H 5.1491 0.8247 1.1643 -0.02 0.01 -0.01
H 4.1423 2.2662 2.9414 -0.01 -0.02 -0.02
H 1.7415 2.8485 2.7785 -0.01 0.00 0.02